1.
{
  "formula": "C19H51AgAsN4Si3",
  "method": "wB97M-V/def2-TZVPD",
  "relative_energy_kcal_mol": 0.0,
  "homo_ev": -10.60,
  "total_charge": 1,
  "species": ["Ag", "C", "C", "N", "C", "C", "N", "C", "C", "C", "N", "C", "C", "N", "C", "H", "H", "H", "H", "H", "H", "H", "H", "H", "H", "H", "H", "H", "H", "H", "H", "H", "H", "H", "H", "H", "H", "H", "H", "C", "Si", "C", "C", "As", "Si", "C", "C", "C", "Si", "C", "C", "C", "H", "H", "H", "H", "H", "H", "H", "H", "H", "H", "H", "H", "H", "H", "H", "H", "H", "H", "H", "H", "H", "H", "H", "H", "H", "H", "H"],
  "xyz": [[0.18125, -0.56633, 0.65859], [-0.78816, -1.66080, 4.07441], [-1.57953, -0.53997, 3.40025], [-1.87578, -0.70152, 1.97276], [-2.84770, -1.72295, 1.58381], [-2.23361, -3.08508, 1.29214], [-1.18120, -3.02939, 0.27519], [-0.38409, -4.25589, 0.27590], [0.77891, -4.28534, -0.71768], [1.52172, -2.99001, -1.04627], [1.93189, -2.13153, 0.07726], [2.54864, -2.74728, 1.24943], [2.63408, -1.74499, 2.40222], [1.32994, -1.19322, 2.79526], [0.43740, -2.20986, 3.35333], [-1.44341, -2.51069, 4.28174], [-0.49417, -1.27740, 5.05592], [-1.00947, 0.38891, 3.48118], [-2.50184, -0.39552, 3.97909], [-2.22036, 0.19371, 1.64932], [-3.34308, -1.36674, 0.67632], [-3.62908, -1.84827, 2.34508], [-3.04343, -3.77415, 1.01793], [-1.79052, -3.49152, 2.20248], [-1.60280, -2.90173, -0.63952], [-1.00453, -5.14530, 0.09873], [0.00298, -4.37609, 1.28905], [0.41334, -4.64839, -1.68222], [1.48049, -5.04658, -0.36935], [0.87908, -2.37229, -1.67881], [2.38857, -3.27233, -1.65661], [2.58574, -1.45047, -0.29458], [3.56164, -3.11919, 1.05090], [1.95663, -3.60937, 1.55074], [3.27139, -0.90821, 2.10567], [3.12485, -2.24921, 3.24514], [1.48419, -0.45420, 3.47152], [0.97539, -2.86791, 4.05109], [0.11211, -2.82759, 2.52035], [-1.19663, 4.76561, -0.98543], [-0.62160, 3.48892, 0.24912], [0.84440, 4.11989, 1.21995], [-2.00576, 3.03154, 1.42557], [0.02536, 1.48096, -0.80472], [-1.50603, 1.14333, -2.56051], [-1.24014, 2.32044, -3.98481], [-3.22181, 1.33935, -1.84117], [-1.26473, -0.62735, -3.11474], [2.10537, 1.90160, -1.82306], [2.36812, 0.55364, -3.09440], [2.19046, 3.58734, -2.61934], [3.38046, 1.75348, -0.46065], [-1.45053, 5.68972, -0.45995], [-2.08324, 4.44272, -1.53322], [-0.41517, 4.99733, -1.71142], [0.54543, 4.98077, 1.82298], [1.65931, 4.44049, 0.56869], [1.22984, 3.35363, 1.89550], [-2.40431, 3.91929, 1.92212], [-1.62876, 2.36139, 2.20269], [-2.83401, 2.54190, 0.90939], [-1.31325, 3.36325, -3.67308], [-1.99962, 2.14472, -4.75087], [-0.26288, 2.17347, -4.44882], [-3.42293, 2.36018, -1.51341], [-3.36157, 0.67498, -0.98435], [-3.97286, 1.07765, -2.59052], [-0.26026, -0.80002, -3.50374], [-1.97942, -0.88393, -3.90056], [-1.42295, -1.30573, -2.27259], [1.68675, 0.65608, -3.94070], [2.22293, -0.44106, -2.66577], [3.38785, 0.60549, -3.48419], [1.42130, 3.70843, -3.38397], [3.16415, 3.72417, -3.09621], [2.06788, 4.38732, -1.88708], [3.31003, 0.78312, 0.03703], [3.24081, 2.52172, 0.30190], [4.39055, 1.85891, -0.86345]],
  "atomic_forces_ev_per_a": [[-0.1, 0.0, 0.0], [0.0, 0.0, 0.0], [0.0, 0.0, 0.0], [0.0, 0.0, 0.0], [0.0, 0.0, 0.0], [0.0, 0.0, 0.0], [0.0, 0.0, 0.0], [0.0, 0.0, 0.1], [-0.1, 0.0, -0.1], [0.0, 0.0, 0.0], [0.0, 0.0, 0.1], [0.0, 0.0, 0.0], [0.0, 0.0, 0.0], [0.0, 0.0, 0.0], [0.0, 0.0, 0.0], [0.0, 0.0, 0.0], [0.0, 0.0, 0.0], [0.0, 0.0, 0.0], [0.0, 0.0, 0.0], [0.0, 0.0, 0.0], [0.0, 0.0, 0.0], [0.0, 0.0, 0.0], [0.0, 0.0, 0.0], [0.0, 0.0, 0.0], [0.0, 0.0, 0.0], [0.0, 0.0, 0.0], [0.0, 0.0, 0.0], [0.0, 0.0, 0.0], [0.0, 0.0, 0.0], [0.0, 0.0, 0.0], [0.0, 0.0, 0.0], [0.0, 0.0, 0.0], [0.0, 0.0, 0.0], [0.0, 0.0, 0.0], [0.0, 0.0, 0.0], [0.0, 0.0, 0.0], [0.0, 0.0, 0.0], [0.0, 0.0, 0.0], [0.0, 0.0, 0.0], [0.0, 0.0, 0.0], [0.0, 0.0, 0.0], [0.0, 0.0, 0.0], [0.0, 0.0, 0.0], [0.0, 0.1, -0.1], [0.0, 0.0, 0.0], [0.0, 0.0, 0.0], [0.0, 0.0, 0.0], [0.0, 0.0, 0.0], [0.0, 0.0, 0.0], [0.0, 0.0, 0.0], [0.0, 0.0, 0.0], [0.0, 0.0, 0.0], [0.0, 0.0, 0.0], [0.0, 0.0, 0.0], [0.0, 0.0, 0.0], [0.0, 0.0, 0.0], [0.0, 0.0, 0.0], [0.0, 0.0, 0.0], [0.0, 0.0, 0.0], [0.0, 0.0, 0.0], [0.0, 0.0, 0.0], [0.0, 0.0, 0.0], [0.0, 0.0, 0.0], [0.0, 0.0, 0.0], [0.0, 0.0, 0.0], [0.0, 0.0, 0.0], [0.0, 0.0, 0.0], [0.0, 0.0, 0.0], [0.0, 0.0, 0.0], [0.0, 0.0, 0.0], [0.0, 0.0, 0.0], [0.0, 0.0, 0.0], [0.0, 0.0, 0.0], [0.0, 0.0, 0.0], [0.0, 0.0, 0.0], [0.0, 0.0, 0.0], [0.0, 0.0, 0.0], [0.0, 0.0, 0.0], [0.0, 0.0, 0.0]],
  "mulliken_charge": [1.868, -1.351, -0.861, 0.168, -1.077, -0.897, -0.148, -0.864, -1.128, -0.602, 0.096, -0.683, -1.241, -0.385, 0.655, 0.394, 0.420, 0.437, 0.364, 0.063, 0.356, 0.326, 0.495, 0.425, 0.279, 0.465, 0.463, 0.447, 0.327, 0.052, 0.454, -0.009, 0.333, 0.437, 0.430, 0.423, 0.331, 0.435, -1.089, -0.955, 0.186, -1.041, -0.817, 0.492, 0.167, -0.985, -0.867, -0.509, 0.268, -0.766, -1.027, -0.646, 0.404, 0.276, 0.274, 0.409, 0.264, 0.266, 0.458, 0.023, 0.258, 0.276, 0.409, 0.275, 0.244, 0.109, 0.424, 0.240, 0.493, -0.327, 0.252, -0.024, 0.431, 0.270, 0.394, 0.254, -0.176, 0.285, 0.429]
}

2.
{
  "formula": "C19H22N2O4",
  "method": "wB97M-V/def2-TZVPD",
  "relative_energy_kcal_mol": 29.2,
  "smiles": "Cc1ccc2c(c1)N(CC(=O)NCc1ccco1)C(=O)[C@@H](C(C)C)O2",
  "homo_ev": -8.29,
  "species": ["C", "C", "C", "C", "C", "C", "C", "N", "C", "C", "O", "N", "C", "C", "C", "C", "C", "O", "C", "O", "C", "C", "C", "C", "O", "H", "H", "H", "H", "H", "H", "H", "H", "H", "H", "H", "H", "H", "H", "H", "H", "H", "H", "H", "H", "H", "H"],
  "xyz": [[-3.72773, -2.34651, -1.57391], [-2.38820, -1.98701, -1.00781], [-1.86101, -2.65821, 0.08580], [-0.61754, -2.32178, 0.58790], [0.11185, -1.29697, 0.00829], [-0.41653, -0.59222, -1.07922], [-1.65710, -0.95438, -1.58165], [0.29434, 0.53075, -1.54819], [-0.40937, 1.56844, -2.28591], [-1.49282, 2.16359, -1.38155], [-2.67754, 2.08865, -1.61802], [-0.96884, 2.74496, -0.28239], [-1.76432, 2.95824, 0.91423], [-1.67946, 1.74307, 1.78124], [-2.48415, 0.64689, 1.88030], [-1.83767, -0.23772, 2.77756], [-0.68437, 0.38026, 3.14496], [-0.57576, 1.57704, 2.54582], [1.53581, 0.81044, -1.06994], [2.04077, 1.91208, -1.18671], [2.21684, -0.38226, -0.40134], [3.51804, 0.00407, 0.31477], [4.59382, 0.37505, -0.70245], [3.99452, -1.14737, 1.19689], [1.32819, -0.97119, 0.53472], [-4.28485, -2.97475, -0.88413], [-4.30487, -1.44784, -1.78066], [-3.60726, -2.88978, -2.51123], [-2.42338, -3.45376, 0.55069], [-0.19633, -2.83362, 1.43799], [-2.08946, -0.41743, -2.40929], [-0.85395, 1.15636, -3.19265], [0.32873, 2.32968, -2.55111], [0.03441, 2.73050, -0.16073], [-1.38888, 3.83857, 1.43997], [-2.79636, 3.11517, 0.59672], [-3.41541, 0.49317, 1.37603], [-2.18742, -1.19689, 3.09777], [0.11308, 0.08636, 3.79766], [2.43941, -1.12160, -1.19396], [3.30489, 0.87366, 0.94400], [4.80864, -0.46991, -1.35423], [4.27349, 1.21615, -1.30942], [5.50869, 0.65148, -0.18480], [4.90388, -0.86082, 1.71888], [3.23605, -1.40709, 1.92930], [4.20511, -2.02550, 0.58980]],
  "atomic_forces_ev_per_a": [[0.0, 0.0, -0.1], [0.1, 0.0, 0.1], [0.0, 0.1, -0.1], [0.3, 0.2, -0.2], [-0.3, -0.3, -0.2], [0.1, -0.3, 0.3], [0.1, -0.1, 0.1], [-0.1, 0.1, -0.3], [-0.2, 0.1, -0.1], [0.5, 0.0, -0.3], [-0.4, -0.1, -0.1], [0.3, 0.4, 0.2], [0.1, -0.3, 0.1], [-0.9, -0.2, -0.3], [0.2, 0.6, -0.1], [0.5, 0.2, 0.3], [-0.4, -0.8, 0.2], [0.3, 0.5, -0.1], [0.1, -0.1, 0.1], [0.1, 0.1, 0.1], [0.6, 0.1, -0.1], [-0.2, -0.2, -0.1], [-0.2, 0.1, 0.1], [-0.2, 0.2, 0.0], [-0.2, 0.2, 0.1], [-0.1, 0.0, 0.0], [-0.1, 0.0, 0.0], [-0.1, -0.1, -0.1], [-0.1, -0.1, 0.0], [0.1, -0.1, 0.1], [0.0, 0.1, -0.1], [0.0, 0.1, 0.1], [-0.2, -0.1, 0.0], [0.0, 0.0, -0.1], [-0.1, 0.0, 0.0], [0.1, 0.0, 0.1], [-0.2, 0.0, -0.2], [0.0, -0.2, 0.1], [0.2, 0.0, 0.1], [0.0, 0.1, 0.1], [0.0, 0.0, 0.0], [0.1, -0.1, -0.1], [0.1, 0.0, -0.1], [0.1, 0.0, 0.0], [0.1, 0.0, 0.0], [0.0, -0.1, 0.1], [0.1, -0.2, 0.0]],
  "mulliken_charge": [-1.678, 0.579, -0.654, -0.877, 0.186, 0.720, -0.457, 0.035, -1.249, 0.767, -0.663, -0.093, -1.109, 0.497, -0.305, -0.416, -0.590, -0.380, 0.435, -0.682, -0.120, 0.699, -1.551, -1.519, -0.215, 0.375, 0.360, 0.359, 0.380, 0.444, 0.406, 0.407, 0.566, 0.281, 0.357, 0.398, 0.526, 0.530, 0.479, 0.280, 0.264, 0.357, 0.376, 0.402, 0.442, 0.306, 0.345]
}